Here is the ion C10H22NO2 with charge +1 in a non-equilibrium geometry from the OMol25 dataset. Energies are from ωB97M-V with the def2-TZVPD basis set.

Summary:
- ΔE to the lowest compared entry with this formula, charge and spin (kcal per mole) = 0.00
- E_LUMO (eV) = -3.77

The geometry in ORCA input format:
```
! wB97M-V def2-TZVPD RIJCOSX def2/J DEFGRID3
* xyz 1 1
C 3.92 0.57 1.90
C 3.67 1.59 0.83
O 4.48 2.41 0.48
O 2.43 1.53 0.25
C 2.40 1.04 -1.10
C 1.21 0.09 -1.24
C 1.51 -1.32 -0.71
C 0.30 -2.22 -0.41
C -0.94 -1.50 0.14
C -1.87 -0.95 -0.97
C -2.53 0.38 -0.61
C -3.54 0.20 0.52
N -4.03 1.55 1.02
H 4.77 0.89 2.49
H 4.14 -0.40 1.45
H 3.04 0.44 2.54
H 3.34 0.54 -1.33
H 2.28 1.90 -1.76
H 0.40 0.57 -0.69
H 0.94 0.04 -2.30
H 2.14 -1.24 0.18
H 2.12 -1.81 -1.48
H 0.61 -2.96 0.34
H 0.01 -2.80 -1.29
H -0.63 -0.67 0.79
H -1.50 -2.19 0.78
H -2.64 -1.70 -1.18
H -1.29 -0.82 -1.88
H -1.76 1.09 -0.28
H -3.04 0.79 -1.49
H -4.42 -0.36 0.19
H -3.09 -0.31 1.37
H -4.40 1.48 1.97
H -3.26 2.22 1.03
H -4.76 1.92 0.42
*
```